1.
# C3H6OS

One molecule with the formula C3H6OS at a distorted geometry (ωB97M-V/def2-TZVPD, the Open Molecules 2025 dataset).

The energy above the lowest of the compared OMol25 structures with the same formula, charge and spin is 64.58 kcal/mol. Its SMILES is CC(=O)CS. As for the total energy: -16088.190 eV. As for the LUMO energy: 0.5 eV. For the maximum force, the calculation gives 5.587 eV/Å. Its HOMO energy is -9.172 eV.

XYZ file:
```
11
Properties=species:S:1:pos:R:3:forces:R:3:mulliken_charge:R:1
C 0.7682 -0.0530 0.4577 -1.151 -0.089 -1.316 0.82
H -1.0728 0.7417 1.1036 0.533 -0.010 1.067 0.33
C 0.3489 -1.1555 -0.5223 -3.913 -3.738 1.389 -0.97
S -0.9573 1.7703 -0.8694 0.182 -2.648 -0.552 -0.20
O 1.7301 -0.0723 1.1287 3.197 -1.013 1.417 -0.47
H 0.8095 -1.2552 -1.5672 -0.793 0.461 1.747 0.26
H -0.9231 -1.0711 -0.5164 3.573 -0.275 -0.709 0.26
H -1.3022 0.3473 -1.3321 0.558 3.285 0.806 0.12
H 0.3153 -2.3498 0.0534 0.910 3.771 -1.640 0.25
H 0.4022 1.9989 1.3561 -1.454 -2.582 -1.822 0.32
C -0.1187 1.0986 0.7080 -1.642 2.839 -0.386 -0.72
```
Forces are in eV/Å.

2.
# C7H8Cl2ErInO4

C7H8Cl2ErInO4 as an isolated structure at a distorted geometry (ωB97M-V/def2-TZVPD, the Open Molecules 2025 dataset).

The energy above the lowest of the compared OMol25 structures with the same formula, charge and spin is 0.00 kcal/mol. Its multiplicity is 4. As for the total energy: -73369.391 eV. As for the charge: +4. As for the LUMO energy (spin up / spin down): -16.1 / -16.1 eV. For the maximum force, the calculation gives 14.724 eV/Å. Its HOMO energy (spin up / spin down) is -22.693 / -22.714 eV.

XYZ file:
```
23
Properties=species:S:1:pos:R:3:forces:R:3:mulliken_charge:R:1
Cl 1.2779 -6.0890 -1.1663 -0.660 0.671 -1.271 -0.09
O -0.2604 1.0286 1.4489 0.043 -0.071 0.076 -0.36
C 1.2685 -7.7450 -3.8155 2.430 -6.309 -1.266 0.53
C -1.4226 1.8248 1.8588 -1.117 1.090 0.859 -0.42
H -1.8720 1.3103 2.7035 -0.233 -0.107 -0.135 0.36
Er -0.1417 1.2252 -0.6733 -2.948 -7.677 2.016 1.46
H -1.5651 3.7749 2.8712 -0.079 -0.001 -0.103 0.39
In 0.5811 -5.9265 -3.3644 0.380 2.616 6.460 0.67
H 1.3977 2.2191 1.1716 0.390 0.085 0.052 0.26
O -0.2397 -5.6767 -6.3585 1.409 -0.761 4.761 0.02
O 0.6495 4.1219 -1.6524 -1.517 -5.440 1.872 0.09
C 0.3607 3.0592 -1.2830 3.546 13.534 -4.589 0.19
H -2.1253 1.9118 1.0339 -0.285 -0.356 -0.250 0.34
C 0.3787 2.7306 3.0183 -0.355 -0.277 -0.372 -0.65
O 1.6757 -8.7599 -4.0332 -0.403 1.044 0.301 0.06
H 1.5769 0.9891 2.4762 0.218 -0.535 -0.157 0.30
Cl -2.2356 1.4123 -1.8324 1.098 0.031 0.470 -0.28
H 1.0905 3.5226 3.2454 0.055 -0.138 -0.014 0.40
H -0.5585 3.7574 1.3792 -0.267 0.167 0.183 0.07
C 0.0624 -5.7916 -5.2601 -3.139 2.127 -9.282 0.82
C 0.9076 1.6955 2.0187 0.659 0.783 0.772 -0.23
H 0.0631 2.2162 3.9381 0.373 0.155 -0.125 0.34
C -0.8695 3.1893 2.2752 0.402 -0.630 -0.259 -0.25
```
Forces are in eV/Å.

3.
# C9H13BrO

One molecule with the formula C9H13BrO at a distorted geometry (ωB97M-V/def2-TZVPD, the Open Molecules 2025 dataset).

The energy above the lowest of the compared OMol25 structures with the same formula, charge and spin is 7.45 kcal/mol. Its SMILES is CO[C@@]1(Br)C(C)=CC=C[C@H]1C. As for the total energy: -81630.836 eV. As for the LUMO energy: 0.4 eV. For the maximum force, the calculation gives 3.497 eV/Å. Its HOMO energy is -8.698 eV.

XYZ file:
```
24
Properties=species:S:1:pos:R:3:forces:R:3:mulliken_charge:R:1
H 0.1274 -3.1459 -0.1561 -1.378 1.296 -1.955 0.27
C -0.4888 -0.1110 0.1312 -0.700 -0.501 -0.606 -0.08
C -0.6287 2.5309 -0.1216 -1.422 -0.913 1.873 -1.46
H 1.8485 -2.0260 -1.7316 0.043 2.069 1.672 0.21
C 1.5100 1.1870 -0.4554 -1.533 2.755 -1.049 -0.53
H -0.4538 -3.0381 -1.9415 -0.767 0.601 1.331 0.35
H -1.6418 2.4393 0.4341 1.655 -0.319 -1.106 0.31
Br -2.6807 -0.0622 0.0104 1.114 0.216 -0.299 -0.24
H -0.1745 3.3571 0.4052 0.873 0.000 0.103 0.40
H -0.0109 -0.2072 3.3007 1.680 0.208 0.807 0.32
H -1.5180 -2.5287 -0.3557 0.102 -0.330 -1.365 0.35
H -1.6122 -0.2680 3.1394 0.641 0.963 -2.093 0.25
H -0.3363 -0.5480 -1.9332 0.193 -0.877 1.287 0.30
C -0.6809 0.1483 2.5727 -1.393 -1.450 0.567 -0.66
C 2.2089 0.0373 -0.8870 -0.053 -2.128 -0.059 -0.39
H 1.9973 2.1734 -0.7121 -0.516 -1.030 0.713 0.34
H 3.2116 0.0398 -1.2169 1.098 0.453 0.048 0.43
C 1.5311 -1.0890 -1.0892 -1.829 -2.044 -1.907 -0.66
C -0.5706 -2.5259 -0.9365 1.788 -1.674 2.496 -1.25
H -0.8419 2.8747 -1.0948 -0.444 0.433 -1.255 0.38
O -0.2824 -0.5536 1.3976 -0.024 -0.786 -0.160 -0.37
C -0.0331 -1.1120 -0.9651 0.973 1.427 -0.652 0.64
C 0.1630 1.2201 -0.2311 0.129 1.020 1.484 0.78
H -0.6431 1.2076 2.4364 -0.230 0.609 0.126 0.33
```
Forces are in eV/Å.

4.
# C15H28NO18S2

A 6-piece molecular cluster, C15H28NO18S2 overall at a distorted geometry (ωB97M-V/def2-TZVPD, the Open Molecules 2025 dataset).

The energy above the lowest of the compared OMol25 structures with the same formula, charge and spin is 94.69 kcal/mol. As for the total energy: -76013.643 eV. As for the charge: -1. As for the LUMO energy: 2.0 eV. For the maximum force, the calculation gives 13.036 eV/Å. Its HOMO energy is -6.663 eV.

XYZ file:
```
64
Properties=species:S:1:pos:R:3:forces:R:3:mulliken_charge:R:1
O -3.8469 3.2904 2.9096 2.325 0.467 -0.709 -0.64
H -1.8819 -0.6216 3.3006 -0.862 -3.074 -0.028 -0.06
H 2.3281 -0.7966 -5.1684 -1.724 -1.247 -2.560 0.23
H 4.5661 -0.7056 1.3116 2.542 -3.795 1.135 0.34
O 4.9911 1.3224 -0.5384 -2.921 -1.825 -5.496 -0.41
H 0.5541 0.4974 -4.8514 -0.944 -0.007 -0.612 0.20
C -2.9019 -1.5156 -1.1934 -0.043 -0.144 -0.523 -0.08
O -0.2079 -0.8766 -8.7024 -2.227 0.290 -3.075 -0.53
H -1.9199 -1.8786 -1.1974 1.514 -0.630 1.067 -0.02
H 3.3711 0.1544 1.7506 -3.799 0.829 2.487 0.18
H 2.2111 -2.9076 -0.3544 3.275 -0.700 -1.622 0.67
H -0.7669 1.4984 2.0486 -2.488 -4.851 -2.805 -0.69
O -0.5449 0.0124 -2.3404 0.364 0.818 2.106 -0.57
H -3.1129 -1.6206 -2.2114 -0.406 1.458 -2.115 0.28
H 1.2441 1.0094 2.7556 -0.009 0.074 0.510 0.07
C 4.1771 0.1984 1.1786 2.104 0.224 -1.366 -0.19
H -3.0649 0.6424 -1.3034 -0.503 -2.001 3.506 0.17
H -2.7069 -2.3046 2.8346 0.049 -0.028 -0.296 0.24
O 2.0721 -2.8816 2.3656 -1.781 -1.572 -2.663 -0.66
C -1.9879 -1.8556 3.5046 2.057 4.350 -1.645 -0.73
O 1.3171 -1.2506 -7.2434 2.053 -0.809 2.319 -0.36
H 1.3551 -1.3746 0.1896 0.321 0.993 -0.380 -0.34
C 0.1581 -0.3846 -5.3914 3.288 -0.784 2.007 -0.03
H 1.1601 -2.3286 -5.3364 1.000 1.994 -1.490 0.21
O -3.8489 -2.3986 -0.6944 -0.372 -2.979 1.046 -0.43
C 0.1151 -0.7566 -7.5944 3.419 -1.214 -0.046 0.63
C -0.3789 2.2494 2.5106 4.999 4.570 -0.106 1.07
O 0.1801 0.6314 -0.3194 -0.204 0.035 -0.834 -0.50
H 3.7721 -0.4416 -0.9624 1.847 -0.617 0.109 0.31
C 1.3811 -2.4016 -0.0804 -4.081 -0.225 -0.859 -0.43
C -3.1629 -0.2596 -0.4054 3.217 1.587 -2.565 0.52
N 0.2811 0.6134 -1.5604 1.918 -0.595 -3.175 0.81
H 0.5301 -2.7566 -0.7394 0.984 1.015 0.342 0.26
H 0.2601 1.1474 4.2766 0.659 0.692 -1.008 0.23
O 1.3321 1.0994 -2.1734 -1.982 -0.571 2.013 -0.67
O -4.3949 -0.5276 0.1286 -2.715 2.447 1.390 -0.37
O 0.7041 -4.6316 0.9946 0.956 0.359 0.197 -0.65
C -0.5089 -2.2936 3.2256 -3.161 -6.877 0.754 -0.45
H 2.9811 0.6744 -0.3214 -1.935 2.534 -0.749 0.08
C 3.9661 0.3674 -0.2564 -0.674 0.599 -0.766 -0.01
O 5.0921 1.2044 1.5246 -2.251 -2.270 6.449 -0.41
C -4.7259 -1.7906 0.0776 -1.937 -2.217 0.863 0.67
S -2.5549 3.5224 2.2546 -2.246 -2.850 1.868 1.18
H 0.2121 -1.6886 3.5596 2.554 2.514 1.406 0.48
H -2.7809 5.6124 1.5766 -3.609 2.164 -3.010 0.53
O -1.3529 2.9104 3.2376 -2.608 2.008 -0.190 -0.40
H 1.3481 2.3094 3.7256 7.814 8.047 4.084 0.83
H -2.4389 -0.2586 0.4776 -0.574 0.925 -1.512 -0.12
H -0.4059 -0.9846 -4.6914 -0.848 0.360 -0.121 0.14
H -2.1089 5.9104 3.2846 -1.190 -2.352 -1.998 0.27
S 1.0761 -3.2816 1.3116 -1.279 1.066 6.089 1.12
H -1.3849 5.3254 1.9136 7.387 0.460 -3.001 0.51
O 6.3531 2.5354 0.4716 6.872 6.910 0.331 -0.51
C -2.2399 5.2214 2.2966 -1.885 0.126 6.899 -1.26
O -2.3699 2.9434 0.9396 0.077 1.319 1.058 -0.53
O -5.6749 -2.3526 0.6256 1.965 1.602 -1.101 -0.64
H 0.0211 2.9084 1.5756 -0.513 -1.190 2.352 0.30
H -2.4139 -1.7996 4.4856 0.487 -0.757 0.867 0.39
C 5.5121 1.7974 0.5226 -1.867 -2.541 -2.153 0.66
C 1.3881 -1.2496 -5.8004 0.496 -1.186 3.121 -0.18
O -0.4069 -0.1636 -6.6064 -4.538 2.693 0.563 -0.32
O -0.3519 -2.5776 1.8536 0.948 0.386 -2.735 -0.22
C 0.7381 1.7324 3.4226 -8.746 -8.777 -4.053 -1.47
H -0.3019 -3.4266 3.6146 -0.568 2.764 0.430 0.31
```
Forces are in eV/Å.

What did the second record say?
# C7H8Cl2ErInO4

C7H8Cl2ErInO4 as an isolated structure at a distorted geometry (ωB97M-V/def2-TZVPD, the Open Molecules 2025 dataset).

The energy above the lowest of the compared OMol25 structures with the same formula, charge and spin is 0.00 kcal/mol. Its multiplicity is 4. As for the total energy: -73369.391 eV. As for the charge: +4. As for the LUMO energy (spin up / spin down): -16.1 / -16.1 eV. For the maximum force, the calculation gives 14.724 eV/Å. Its HOMO energy (spin up / spin down) is -22.693 / -22.714 eV.

XYZ file:
```
23
Properties=species:S:1:pos:R:3:forces:R:3:mulliken_charge:R:1
Cl 1.2779 -6.0890 -1.1663 -0.660 0.671 -1.271 -0.09
O -0.2604 1.0286 1.4489 0.043 -0.071 0.076 -0.36
C 1.2685 -7.7450 -3.8155 2.430 -6.309 -1.266 0.53
C -1.4226 1.8248 1.8588 -1.117 1.090 0.859 -0.42
H -1.8720 1.3103 2.7035 -0.233 -0.107 -0.135 0.36
Er -0.1417 1.2252 -0.6733 -2.948 -7.677 2.016 1.46
H -1.5651 3.7749 2.8712 -0.079 -0.001 -0.103 0.39
In 0.5811 -5.9265 -3.3644 0.380 2.616 6.460 0.67
H 1.3977 2.2191 1.1716 0.390 0.085 0.052 0.26
O -0.2397 -5.6767 -6.3585 1.409 -0.761 4.761 0.02
O 0.6495 4.1219 -1.6524 -1.517 -5.440 1.872 0.09
C 0.3607 3.0592 -1.2830 3.546 13.534 -4.589 0.19
H -2.1253 1.9118 1.0339 -0.285 -0.356 -0.250 0.34
C 0.3787 2.7306 3.0183 -0.355 -0.277 -0.372 -0.65
O 1.6757 -8.7599 -4.0332 -0.403 1.044 0.301 0.06
H 1.5769 0.9891 2.4762 0.218 -0.535 -0.157 0.30
Cl -2.2356 1.4123 -1.8324 1.098 0.031 0.470 -0.28
H 1.0905 3.5226 3.2454 0.055 -0.138 -0.014 0.40
H -0.5585 3.7574 1.3792 -0.267 0.167 0.183 0.07
C 0.0624 -5.7916 -5.2601 -3.139 2.127 -9.282 0.82
C 0.9076 1.6955 2.0187 0.659 0.783 0.772 -0.23
H 0.0631 2.2162 3.9381 0.373 0.155 -0.125 0.34
C -0.8695 3.1893 2.2752 0.402 -0.630 -0.259 -0.25
```
Forces are in eV/Å.